{"formula": "C2H4F2OS", "method": "ωB97M-V with the def2-TZVPD basis set", "symbols": ["C", "C", "O", "F", "F", "S", "H", "H", "H", "H"], "coordinates": [[0.6233, -1.3596, -0.9739], [-0.3773, 0.4349, -0.1785], [-0.4507, 1.4656, 2.4040], [-0.0296, 1.4381, -0.9693], [-1.6636, 0.1824, -0.2515], [0.2397, 0.2488, 1.4677], [-0.2094, -2.0566, -1.2008], [0.8784, -1.0658, -2.0093], [1.4651, -1.5531, -0.2212], [-0.4759, 2.2654, 1.9327]], "forces_ev_per_a": [[-1.1, 2.5, 0.7], [2.4, -4.5, -0.4], [-0.3, -2.1, 0.7], [-0.2, 0.5, 0.2], [-1.2, 0.5, -0.7], [0.5, 0.7, -0.3], [0.5, 0.1, 1.4], [0.7, 0.5, 0.9], [-1.5, -0.1, -1.5], [0.3, 1.9, -1.0]], "lowdin_charge": [0.023, -0.754, -0.426, 0.061, 0.047, 0.957, 0.030, 0.023, 0.036, 0.004], "e_homo_ev": -9.32, "de_lowest_kj_mol": 258.8, "lumo_ev": 0.289, "energy_ha": -751.6416}

{"formula": "C2H4F2S2", "method": "ωB97M-V with the def2-TZVPD basis set", "symbols": ["C", "C", "F", "F", "S", "S", "H", "H", "H", "H"], "coordinates": [[1.8042, -0.2157, -0.5610], [-1.8164, 0.3932, 0.4418], [-1.7104, 1.6793, 0.8260], [-1.8538, 0.3534, -0.9301], [0.7087, -1.5418, -0.0491], [-0.3636, -0.7963, 1.4590], [2.5277, 0.0332, 0.0816], [1.0965, 0.6877, -0.6196], [2.1632, -0.3909, -1.5693], [-2.5562, -0.2020, 0.9207]], "forces_ev_per_a": [[-4.3, 1.4, -2.2], [2.1, -0.8, 0.1], [-0.2, -0.9, -0.2], [0.4, -0.3, 1.9], [0.3, -0.9, -0.4], [-1.0, 1.9, -1.4], [2.9, 0.5, 2.5], [1.2, -1.1, -0.1], [0.1, -0.3, 0.0], [-1.5, 0.5, -0.2]], "lowdin_charge": [-0.459, -0.503, 0.027, 0.017, 0.373, 0.408, -0.023, 0.056, 0.038, 0.066], "e_homo_ev": -8.82, "de_lowest_kj_mol": 63.7, "lumo_ev": 0.577, "energy_ha": -1074.6637}

{"formula": "C2H4F3N", "method": "ωB97M-V with the def2-TZVPD basis set", "symbols": ["C", "C", "N", "F", "F", "F", "H", "H", "H", "H"], "coordinates": [[1.2890, 0.3866, -0.1147], [0.0710, 1.1943, 0.1163], [-1.1071, 0.9748, 0.0784], [0.0380, -2.6591, 0.2282], [-2.2044, 1.7550, 0.1949], [-1.9648, -0.4909, -0.3751], [1.5425, 0.0501, 0.8307], [1.0817, -0.3689, -0.8457], [1.8330, 1.1477, -0.6150], [-0.5790, -1.9895, 0.5020]], "forces_ev_per_a": [[-2.2, 1.7, -1.7], [-2.2, -1.0, 0.1], [-0.1, 0.4, -0.2], [-0.6, 0.9, 0.5], [0.8, -0.7, 0.0], [0.8, 0.8, 0.5], [1.4, -0.7, 1.6], [-0.2, -0.8, 0.0], [2.0, 0.2, 0.1], [0.4, -0.8, -0.7]], "lowdin_charge": [-0.022, 0.004, 0.003, -0.103, 0.075, -0.256, 0.073, 0.085, 0.073, 0.069], "e_homo_ev": [-10.56, -10.56], "de_lowest_kj_mol": 642.9, "lumo_ev": [-1.035, -1.033], "energy_ha": -432.7308}

{"formula": "C2H4F3N3S", "method": "ωB97M-V with the def2-TZVPD basis set", "symbols": ["C", "C", "N", "N", "N", "F", "F", "F", "S", "H", "H", "H", "H"], "coordinates": [[-0.9495, 0.1741, 0.2698], [2.0730, 0.1433, 0.1377], [-0.6113, -1.8587, -0.9486], [-1.1952, -0.7512, -0.9415], [-1.9732, 1.0582, 0.4552], [2.1624, -1.1131, -0.2482], [1.9879, 0.1487, 1.4716], [3.1565, 0.8503, -0.2295], [0.6209, 1.0618, -0.5387], [-0.7425, -0.3598, 1.2102], [-0.7406, -2.5458, -1.7129], [-1.8661, 1.4634, 1.2936], [-1.9223, 1.7289, -0.2188]], "forces_ev_per_a": [[2.7, -2.6, -1.7], [-1.4, 1.3, 0.0], [0.0, 1.6, 2.5], [-0.3, -1.9, -0.6], [-1.0, -2.7, -1.6], [0.5, -0.1, -0.3], [0.4, -0.2, 0.4], [0.0, -0.6, 0.1], [-0.1, -0.4, 0.8], [0.5, 0.0, -0.6], [-0.8, 1.5, -0.4], [0.1, 1.9, 3.8], [-0.6, 2.4, -2.4]], "lowdin_charge": [-0.571, -0.927, 0.038, -0.093, 0.059, 0.110, 0.076, 0.075, 0.955, 0.124, 0.072, 0.046, 0.037], "e_homo_ev": -9.03, "lumo_ev": 0.468, "energy_ha": -940.5817}

{"formula": "C2H4F6LiNO6S2", "method": "ωB97M-V with the def2-TZVPD basis set", "symbols": ["Li", "C", "F", "F", "F", "S", "O", "O", "N", "S", "O", "O", "C", "F", "F", "F", "O", "H", "H", "O", "H", "H"], "coordinates": [[-1.7766, 2.7428, -3.3777], [-3.3987, 5.4466, -2.1737], [-2.6025, 5.5612, -3.2384], [-2.6356, 5.3438, -1.1170], [-4.1291, 6.5076, -2.0250], [-4.4378, 3.8959, -2.4815], [-5.6342, 4.0150, -1.6955], [-4.6473, 3.8011, -3.9036], [-3.2245, 2.7882, -2.1174], [-3.7571, 1.8600, -1.0278], [-3.7625, 2.6074, 0.2289], [-4.9337, 1.0849, -1.3338], [-2.3825, 0.5824, -0.7583], [-2.5704, -0.0328, 0.3771], [-2.3659, -0.3111, -1.7586], [-1.1751, 1.1616, -0.7559], [-2.0173, 1.3509, -4.6948], [-2.6200, 1.1332, -5.4151], [-1.5383, 0.5312, -4.5125], [-0.1934, 3.8224, -3.1755], [-0.3726, 4.6873, -2.7786], [0.7667, 3.7621, -3.2234]], "forces_ev_per_a": [[0.0, -0.1, -0.3], [-0.5, -1.2, -0.1], [0.5, 0.3, -0.6], [0.7, -0.4, 0.9], [-0.9, 0.9, -0.4], [-0.4, 0.3, -1.2], [1.4, -0.4, 0.3], [0.7, 0.3, 0.2], [-0.9, 1.9, -2.2], [-1.2, -1.4, 5.3], [0.1, -1.1, -0.8], [0.9, 0.2, -0.4], [-0.3, 0.8, -1.1], [-0.2, -0.2, 0.4], [-0.1, -0.2, -0.1], [0.2, 0.3, 0.1], [0.4, -0.3, 0.0], [-0.1, 0.2, 0.2], [-0.1, 0.1, 0.0], [0.0, 0.3, 0.1], [0.0, -0.2, 0.0], [-0.1, -0.2, 0.0]], "lowdin_charge": [0.675, -0.715, 0.116, 0.165, 0.195, 0.661, -0.244, -0.286, -0.409, 0.551, -0.300, -0.269, -0.674, 0.181, 0.116, 0.118, -0.080, 0.078, 0.067, -0.079, 0.057, 0.074], "e_homo_ev": -9.79, "de_lowest_kj_mol": 101.2, "lumo_ev": -0.670, "energy_ha": -1987.9463}

{"formula": "C2H4F6LiNO6S2", "method": "ωB97M-V with the def2-TZVPD basis set", "symbols": ["Li", "C", "F", "F", "F", "S", "O", "O", "N", "S", "O", "O", "C", "F", "F", "F", "O", "H", "H", "O", "H", "H"], "coordinates": [[-0.6794, 0.7161, 0.2309], [0.1115, -1.1095, 2.5899], [0.6821, -1.7282, 3.5678], [-0.7952, -1.8441, 1.9587], [-0.4481, 0.0282, 2.9197], [1.5162, -0.5638, 1.2522], [2.1481, 0.6066, 1.8742], [2.3824, -1.7524, 1.0426], [0.5127, -0.0085, -0.0757], [1.2872, -0.5666, -1.3047], [2.5599, 0.1460, -1.4294], [1.4122, -2.0236, -1.4234], [0.2453, 0.1424, -2.7872], [0.6987, -0.3942, -3.9324], [-1.0932, -0.1214, -2.6103], [0.3955, 1.4730, -2.7553], [-1.0600, 2.1134, -0.1615], [-0.6639, 2.6952, -0.8102], [-1.9978, 2.2975, -0.2148], [-2.0385, 0.0656, 0.5989], [-2.8495, 0.3870, 0.2049], [-2.3262, -0.5586, 1.2650]], "forces_ev_per_a": [[-2.9, 1.5, 2.3], [2.2, 0.9, -3.5], [-0.2, -0.3, 0.7], [-0.3, -0.8, 0.4], [-0.6, 0.7, 1.1], [2.1, -0.5, 2.0], [-1.5, -1.6, -1.0], [-2.5, 2.6, 0.3], [7.5, -5.6, 1.0], [3.8, -1.7, -3.4], [-1.5, -0.4, -0.3], [-1.5, 2.2, -0.3], [0.1, -1.1, 1.3], [-0.8, 0.9, 1.1], [1.2, 0.2, -0.5], [-0.1, -0.3, -0.6], [-1.2, 4.5, -1.5], [0.4, 0.3, -0.2], [-0.2, 0.4, 0.1], [-3.7, -1.4, 1.0], [-0.3, -0.1, -0.2], [0.1, -0.4, 0.1]], "lowdin_charge": [0.386, -0.673, 0.216, 0.140, 0.152, 0.771, -0.298, -0.292, -0.416, 0.598, -0.300, -0.294, -0.578, 0.148, 0.087, 0.119, -0.044, 0.092, 0.082, -0.062, 0.089, 0.078], "e_homo_ev": -9.85, "de_lowest_kj_mol": 480.7, "lumo_ev": -0.982, "energy_ha": -1987.8017}

{"formula": "C2H4FN", "method": "ωB97M-V with the def2-TZVPD basis set", "symbols": ["C", "C", "N", "F", "H", "H", "H", "H"], "coordinates": [[0.3331, 0.4294, 0.3394], [-0.5898, -0.3145, -0.9426], [-0.2111, -0.9278, 0.2812], [0.0964, -0.5641, -2.0834], [1.3612, 0.6257, 0.0847], [-0.2073, 1.1289, 0.9525], [-1.6107, -0.0093, -1.0940], [0.4885, -1.6582, 0.1977]], "forces_ev_per_a": [[-2.3, -1.2, -3.0], [2.5, 2.1, 3.1], [0.0, -0.4, -0.1], [0.0, -0.2, 0.1], [0.1, -0.1, -0.1], [0.1, 0.0, 0.3], [-0.1, -0.2, -0.1], [-0.1, 0.0, -0.1]], "lowdin_charge": [-0.061, -0.275, -0.041, 0.007, 0.077, 0.065, 0.123, 0.105], "e_homo_ev": -9.00, "de_lowest_kj_mol": 160.6, "lumo_ev": 1.319, "energy_ha": -233.1500}

{"formula": "C2H4FN3", "method": "ωB97M-V with the def2-TZVPD basis set", "symbols": ["C", "C", "N", "N", "N", "F", "H", "H", "H", "H"], "coordinates": [[0.5291, 0.5094, 0.2692], [-0.8428, 0.3689, -0.3786], [-1.1106, -0.9821, -0.3739], [-0.1193, -1.6668, -0.0334], [0.8800, -0.8659, 0.3434], [-1.7973, 1.0635, 0.2703], [1.2488, 1.0006, -0.2206], [0.5348, 1.0642, 1.3234], [-0.9196, 0.9837, -1.9178], [1.5968, -1.4754, 0.7180]], "forces_ev_per_a": [[-1.2, 0.2, 3.9], [0.4, 2.9, -2.9], [-1.4, -2.2, -1.2], [-0.7, 1.2, 0.3], [0.5, -2.7, -0.1], [-0.2, 0.3, 0.0], [2.3, 2.0, -2.4], [-0.6, -1.3, -1.8], [0.4, -1.7, 3.9], [0.5, 1.3, 0.2]], "lowdin_charge": [-0.132, -0.441, 0.007, 0.018, -0.047, 0.009, 0.059, 0.167, 0.218, 0.142], "e_homo_ev": -9.34, "de_lowest_kj_mol": 358.6, "lumo_ev": 0.158, "energy_ha": -342.5863}

{"formula": "C2H4FNO", "method": "ωB97M-V with the def2-TZVPD basis set", "symbols": ["C", "C", "N", "O", "F", "H", "H", "H", "H"], "coordinates": [[-1.4486, -1.4009, 0.0881], [1.1916, 1.1091, -0.0991], [-0.3000, -0.8404, 0.1493], [-0.0895, 0.4437, -0.4660], [1.0284, 1.7471, 1.0965], [-1.5066, -2.3254, 0.6283], [-2.2687, -1.0355, -0.4806], [2.0410, 0.3269, -0.1264], [1.3525, 1.9755, -0.7900]], "forces_ev_per_a": [[1.9, 1.5, -0.5], [-0.9, -1.4, -0.8], [1.0, 0.5, 0.8], [0.3, 0.0, 0.1], [0.3, -0.7, 0.4], [0.0, -0.3, 0.0], [-0.8, 0.5, -0.3], [-1.4, 1.3, 0.5], [-0.4, -1.3, -0.1]], "lowdin_charge": [-0.014, -0.195, -0.023, -0.151, -0.021, 0.066, 0.066, 0.143, 0.130], "e_homo_ev": -10.32, "de_lowest_kj_mol": 299.1, "lumo_ev": 1.191, "energy_ha": -308.3690}

{"formula": "C2H4FNO", "method": "ωB97M-V with the def2-TZVPD basis set", "symbols": ["C", "C", "N", "O", "F", "H", "H", "H", "H"], "coordinates": [[1.4371, -0.0846, 0.0122], [-1.4134, 0.4774, -0.0480], [-2.2864, -0.2908, -0.0396], [-2.7937, -1.3512, 0.0222], [-1.0208, 1.7123, 0.0869], [2.3448, -0.5129, -0.2005], [1.3606, 0.6288, -0.6963], [0.7341, -0.8718, -0.0706], [1.6377, 0.2927, 0.9337]], "forces_ev_per_a": [[0.0, -2.0, -0.2], [0.8, 2.0, -0.1], [1.2, 0.7, 0.4], [-1.8, -2.0, -0.1], [-0.4, -0.6, -0.1], [2.4, -1.5, -0.8], [-0.9, 2.5, -2.2], [-1.0, -0.4, 0.2], [-0.4, 1.2, 2.9]], "lowdin_charge": [-0.015, -0.102, -0.099, 0.037, 0.142, 0.005, -0.004, 0.026, 0.009], "e_homo_ev": -10.02, "de_lowest_kj_mol": 530.0, "lumo_ev": -0.034, "energy_ha": -308.2810}